63
Properties=species:S:1:pos:R:3:forces:R:3 method="wB97M-V/def2-TZVPD" charge=+1 e_lumo_ha=-0.1372 homo_energy_ev=-11.92 multiplicity=1
La -1.2253 -1.7713 1.4468 1.09 3.39 -3.82
C -2.7065 5.1560 -0.7117 0.10 -0.16 -0.08
C -2.2834 4.0934 -1.7399 -0.06 0.24 -0.13
C -1.0586 4.6117 -2.4963 -0.17 -0.12 0.13
C -3.4247 3.8794 -2.7483 0.16 -0.01 0.08
C -2.0228 2.7805 -1.0323 0.08 -0.42 0.21
C -3.0512 2.1309 -0.3452 0.09 -0.10 0.06
C -2.8140 0.9171 0.2697 -0.06 0.17 -0.06
N -1.6227 0.3107 0.2618 0.26 1.41 -1.01
C -0.5996 0.9149 -0.3859 -0.49 0.36 -0.04
C -0.7830 2.1373 -1.0329 -0.01 -0.24 0.16
C 0.7073 0.1970 -0.3531 0.41 -0.16 0.03
C 1.8189 0.6073 -1.0859 -0.16 -0.09 0.11
C 3.0219 -0.0971 -1.0178 -0.33 -0.15 0.26
C 3.0249 -1.2354 -0.2103 -0.12 -0.04 0.09
C 1.8929 -1.5893 0.4909 0.21 0.10 -0.10
N 0.7545 -0.8934 0.4436 1.66 1.37 -1.11
C 4.2838 0.2946 -1.7513 0.20 0.06 -0.14
C 4.6453 -0.8364 -2.7287 -0.09 0.15 0.08
C 5.4212 0.4538 -0.7274 -0.17 0.03 -0.08
C 4.1264 1.6043 -2.5241 0.00 -0.20 0.12
H -2.8845 6.0979 -1.2256 -0.04 0.08 -0.02
H -1.9244 5.3139 0.0278 0.07 0.03 0.09
H -3.6194 4.8766 -0.1936 -0.12 -0.03 0.08
H -1.3280 5.5313 -3.0083 0.00 0.09 -0.05
H -0.7242 3.9020 -3.2494 0.09 -0.08 -0.10
H -0.2367 4.8397 -1.8213 0.14 0.01 0.06
H -3.6093 4.8069 -3.2841 -0.04 0.08 -0.06
H -4.3475 3.5853 -2.2569 -0.12 -0.03 0.03
H -3.1591 3.1112 -3.4712 -0.01 -0.07 -0.11
H -4.0383 2.5596 -0.2833 -0.09 0.03 -0.01
H -3.6179 0.4002 0.7935 0.10 0.09 -0.05
H 0.0467 2.5997 -1.5367 0.11 0.04 -0.05
H 1.7412 1.4766 -1.7160 0.03 0.08 -0.05
H 3.9054 -1.8497 -0.1156 0.08 -0.04 0.01
H 1.9108 -2.4697 1.1289 -0.04 0.04 -0.01
H 4.8121 -1.7737 -2.2049 0.04 -0.11 0.02
H 5.5581 -0.5770 -3.2583 0.10 0.01 -0.07
H 3.8539 -0.9896 -3.4586 -0.07 -0.02 -0.11
H 5.6288 -0.4788 -0.2111 0.06 -0.09 0.07
H 5.1739 1.2089 0.0154 0.00 0.10 0.09
H 6.3290 0.7617 -1.2397 0.09 0.02 -0.05
H 3.3677 1.5242 -3.2993 -0.10 0.02 -0.10
H 5.0680 1.8447 -3.0092 0.09 0.04 -0.06
H 3.8763 2.4281 -1.8586 -0.04 0.12 0.04
Br 1.0626 -3.5053 4.9980 -0.13 -0.26 -0.04
C -0.4214 -4.3086 4.1300 0.30 0.08 -0.15
C -1.3568 -5.0442 4.8413 0.18 0.14 -0.03
C -2.4482 -5.5819 4.1756 0.03 0.09 -0.18
C -2.6429 -5.3328 2.8260 0.16 0.10 -0.13
C -1.7022 -4.5966 2.1080 0.24 -0.19 -0.30
C -0.5489 -4.1187 2.7561 -0.06 -0.83 0.20
C -1.9297 -4.2895 0.6151 -0.50 -2.23 0.39
O -2.7464 -4.9000 -0.0270 -0.05 0.18 0.13
O -1.1875 -3.3174 0.1819 0.55 -4.30 -3.86
H -1.2249 -5.2006 5.8999 0.01 0.01 0.10
H -3.1575 -6.1903 4.7155 -0.07 0.01 0.07
H -3.5064 -5.7262 2.3092 -0.02 0.05 -0.08
H 0.3080 -3.7217 2.1902 -0.38 -0.19 0.29
O -2.8954 -1.7928 2.8271 -3.97 -0.08 1.00
N -2.1074 -1.6467 3.7859 -1.09 0.23 2.97
O -2.4199 -1.8808 4.8986 -0.28 -0.27 1.08
O -0.9641 -1.2394 3.4852 2.16 1.45 4.22


61
Properties=species:S:1:pos:R:3:forces:R:3 method="wB97M-V/def2-TZVPD" relative_energy_kcal_mol=12.8 charge=-1 s_squared=6.029 e_lumo_ha="0.0942 / 0.0941" homo_energy_ev="-3.63 / -4.12" multiplicity=5
O 1.5479 -0.3877 -1.5031 1.42 -1.87 -1.15
C 1.9061 -1.8202 -1.4724 -0.18 -0.58 0.32
C 2.7444 -1.8076 -2.7334 -0.39 0.53 0.50
H 1.0494 -2.5048 -1.6200 0.25 0.56 0.47
H 2.4959 -2.0648 -0.5744 -0.53 0.03 -0.15
C 2.3237 -0.3264 -2.7751 0.47 0.14 -0.68
H 2.3107 -2.4107 -3.5392 0.45 0.13 0.12
H 3.7975 -2.0059 -2.5380 0.00 0.05 -0.35
C 1.4270 -0.0632 -3.9511 -0.29 0.24 -0.66
H 0.6100 -0.7979 -3.9605 0.19 0.22 -0.19
H 2.0083 -0.1159 -4.8887 -0.16 -0.28 0.32
H 1.0023 0.9420 -3.9102 -0.06 -0.38 -0.16
C 3.4949 0.6351 -2.7793 0.14 0.54 -0.10
H 4.0958 0.6136 -1.8591 -0.30 -0.04 -0.18
H 3.1378 1.6601 -2.9729 0.25 -0.22 0.27
H 4.1551 0.3710 -3.6261 -0.26 0.03 0.33
Fe -0.3780 1.1949 -0.1214 -1.32 0.41 0.84
C 0.0096 3.2777 1.6072 1.01 -0.44 0.01
C -0.2674 2.4201 2.7003 0.54 -0.20 -0.02
C 0.4381 1.2086 2.5259 0.43 0.55 -0.17
H -0.8552 2.6801 3.5847 -0.15 -0.22 -0.55
C 1.2495 1.3253 1.3397 -0.14 0.74 0.59
C 0.9787 2.6411 0.7624 0.32 -0.17 1.69
H 1.5713 3.1266 -0.0103 -0.30 -0.26 0.20
H -0.3725 4.2898 1.4676 0.03 -0.46 -0.02
H 0.3992 0.3319 3.1876 0.01 0.57 -0.35
H 2.1186 0.7209 1.1153 -0.20 -0.14 -0.17
C -1.7903 3.2578 -1.8013 -0.13 -0.34 -0.12
C -0.3850 3.3007 -1.8103 0.08 -0.28 -0.55
C 0.1061 1.9877 -2.0738 -1.11 0.17 -0.85
H 0.2647 4.1830 -1.6689 -0.61 -0.59 0.00
C -1.0644 1.1027 -2.2163 0.67 1.23 -0.24
C -2.2118 1.9160 -1.9980 0.43 0.40 -0.73
H -3.2386 1.5523 -2.0455 0.32 0.18 0.17
H -2.4386 4.1228 -1.6750 0.11 -0.32 0.22
H 1.1377 1.7629 -2.3191 -0.45 0.18 0.49
H -1.0613 0.0874 -2.5942 0.01 0.09 0.25
O -0.2049 -3.9998 0.7804 1.44 -0.28 0.94
C 0.1489 -2.6268 0.9780 -0.87 1.05 -0.12
C 1.1729 -2.4700 2.0986 0.14 -0.49 -0.29
H -0.7601 -2.0890 1.2703 0.40 -0.21 -0.10
H 0.4993 -2.1915 0.0282 -0.54 -0.39 0.86
C 1.1387 -3.8296 2.8224 -0.35 -0.10 -0.28
H 0.8718 -1.6483 2.7423 0.14 -0.01 0.02
H 2.1664 -2.2412 1.6990 -0.06 -0.09 0.14
C 0.1575 -4.7007 2.0036 -0.61 -0.09 -0.53
H 0.7260 -3.7324 3.8208 0.18 0.07 0.25
H 2.1311 -4.2816 2.8919 -0.15 0.01 -0.01
H -0.7959 -4.8688 2.5553 0.66 -0.05 -0.15
H 0.6057 -5.6744 1.7275 -0.35 0.40 0.07
F -2.7128 3.2539 1.0874 -0.36 -0.42 0.15
C -3.0287 1.9703 1.4210 0.03 -0.16 0.22
C -2.2661 0.9111 0.9326 -0.52 -0.25 -0.07
C -2.7932 -0.3300 1.2606 -1.09 0.63 0.18
F -2.4463 -1.4445 0.5330 -0.09 0.41 0.52
C -3.8254 -0.5079 2.2013 0.26 -0.11 -0.40
F -4.2228 -1.7582 2.5398 -0.06 0.16 0.06
C -4.4918 0.5924 2.7445 0.41 -0.03 -0.28
F -5.4568 0.4524 3.6811 0.14 -0.10 -0.36
C -4.1339 1.8495 2.2764 0.82 0.01 -0.50
F -4.7969 2.9585 2.6511 -0.13 -0.16 0.28


73
Properties=species:S:1:pos:R:3:forces:R:3 method="wB97M-V/def2-TZVPD" relative_energy_kcal_mol=0.0 charge=+1 e_lumo_ha=-0.1288 homo_energy_ev=-9.84 multiplicity=1
Sc 0.0593 0.1304 0.7062 -1.09 0.63 -1.24
C -6.5649 0.3121 0.1211 0.03 0.01 0.27
C -5.6728 -0.8812 0.5395 -0.30 0.76 -0.04
N -4.6386 -0.4545 1.4916 -0.06 0.09 0.10
C -3.5313 0.2663 1.1954 0.14 -0.14 0.16
S -3.2300 0.7393 -0.4885 -1.17 -0.76 0.05
N -2.7931 0.6252 2.2110 0.63 0.48 -0.01
N -1.5533 1.1655 1.9836 -0.14 0.61 1.04
C -1.2030 2.1799 2.7265 -0.86 -0.15 -0.15
C -2.1221 2.9492 3.6411 -0.71 -0.26 -0.25
C 0.1878 2.5785 2.6339 1.42 0.58 -0.24
C 0.7509 3.5841 3.4646 -0.04 -0.50 -0.24
C 2.1152 3.8511 3.3950 -0.05 -0.24 -0.49
C 2.8885 3.1318 2.4489 -0.06 0.64 0.80
C 2.2715 2.1652 1.6927 -0.42 0.04 -0.32
N 0.9520 1.9168 1.7314 0.12 0.71 1.06
H -7.2493 0.0097 -0.6735 0.03 0.00 0.01
H -7.1777 0.6565 0.9773 0.38 -0.07 -0.42
H -5.9587 1.1602 -0.2577 -0.33 -0.47 0.25
H -6.2989 -1.6503 1.0277 0.52 0.29 -0.23
H -5.1918 -1.3114 -0.3475 -0.09 -0.04 0.32
H -4.8188 -0.5340 2.4959 0.14 -0.01 -0.66
H -2.1816 4.0310 3.3874 0.22 -0.70 0.09
H -3.1235 2.5100 3.5177 0.33 0.30 0.15
H -1.8450 2.8451 4.6999 0.06 0.04 -0.29
H 0.0990 4.1041 4.1665 0.31 -0.15 -0.18
H 2.5715 4.5982 4.0667 -0.27 -0.46 -0.55
H 3.9515 3.3370 2.3208 -0.30 -0.18 0.13
H 2.8289 1.5272 1.0129 0.12 0.27 -0.01
C 2.2855 -4.0472 -0.5681 0.54 -0.35 0.32
C 1.6817 -2.6713 -0.5891 0.23 0.37 0.97
N 1.4896 -1.9279 0.4735 0.34 -1.62 0.07
N 1.7490 -2.6450 1.6700 -0.08 0.30 -1.37
C 1.7342 -2.0402 2.8841 -0.33 -0.62 0.74
N 2.1459 -2.8589 3.8913 0.40 -0.11 -0.72
S 1.1643 -0.4965 3.1654 0.37 -0.32 -0.22
C 1.2779 -2.1061 -1.8779 -0.14 0.54 -1.72
C 1.5362 -2.7005 -3.1401 -0.41 0.19 0.74
C 1.0067 -2.1588 -4.3161 -0.25 0.75 1.42
C 0.2101 -1.0099 -4.2035 0.50 -0.49 0.58
C 0.0088 -0.4832 -2.9257 0.55 0.31 0.07
N 0.5718 -0.9696 -1.8012 -0.92 -0.09 -0.33
H 1.5711 -4.8261 -0.2337 0.16 0.47 -0.16
H 3.1526 -4.0503 0.1332 -0.52 -0.06 -0.51
H 2.6499 -4.3576 -1.5643 -0.24 0.24 0.72
H 1.6321 -3.6579 1.5745 0.12 0.60 0.44
H 2.7028 -3.6772 3.6321 -0.33 0.50 0.35
H 2.2959 -2.4807 4.8187 -0.24 -0.01 -0.32
H 2.0810 -3.6300 -3.1778 0.07 0.06 -0.19
H 1.1932 -2.6482 -5.2461 0.05 -0.11 -0.49
H -0.2540 -0.5295 -5.0549 -0.01 -0.13 0.02
H -0.6174 0.3991 -2.7782 0.13 -0.21 0.00
F -1.0919 -1.2926 1.1839 -0.02 -0.42 -0.63
Te -2.0696 -2.2773 -1.0713 -2.03 -1.35 -0.08
F -1.5512 -3.0877 -2.8065 -0.48 0.31 1.41
F -3.2379 -2.9466 0.3372 1.14 0.18 -1.26
F -0.8512 -3.7030 -0.4072 -0.91 0.76 -0.52
F -3.8370 -2.2268 -1.9970 1.67 -0.27 0.63
O -1.7134 1.0427 -0.6520 1.92 -0.42 0.73
S 0.9327 3.6574 -2.9299 0.50 -0.80 0.30
C 0.3294 2.8074 -1.5614 -0.08 -0.26 0.49
N 1.0114 1.8008 -1.0830 0.07 0.53 -0.31
C 2.1837 1.6409 -1.8253 -0.14 0.37 -0.64
C 3.1569 0.6379 -1.6084 -0.08 0.08 -0.53
C 4.1696 0.4880 -2.5514 -0.26 0.52 0.13
C 4.2789 1.3937 -3.6335 -0.37 -0.32 0.49
C 3.3526 2.4047 -3.8122 -0.38 0.61 -0.13
C 2.2752 2.5503 -2.9277 0.91 -1.36 0.84
H -0.6099 3.1271 -1.1419 -0.15 -0.16 0.14
H 3.0894 -0.0577 -0.7590 -0.10 0.40 -0.41
H 4.8880 -0.3249 -2.4513 -0.11 0.27 0.01
H 5.0953 1.2764 -4.3275 0.05 0.05 -0.13
H 3.4084 3.1193 -4.6286 0.30 -0.26 -0.05


66
Properties=species:S:1:pos:R:3:forces:R:3 method="wB97M-V/def2-TZVPD" relative_energy_kcal_mol=47.9 charge=+3 s_squared=0.756 e_lumo_ha="-0.3849 / -0.4259" homo_energy_ev="-17.74 / -17.71" multiplicity=2
Ir 0.6594 -0.0186 -0.1873 -0.96 0.18 2.07
C 1.2169 -1.6029 3.9393 0.11 0.07 -0.05
C 0.3952 -1.1069 2.8002 -0.01 -0.13 0.16
O 0.9765 -0.5260 1.8335 0.01 0.09 -0.21
N -0.9115 -1.3107 2.8281 0.11 0.09 -0.20
C -1.7377 -1.0250 1.6648 0.03 -0.14 -0.10
C -1.4648 -2.0808 0.6235 0.11 -0.09 -0.12
C -2.1409 -3.2857 0.6145 -0.03 0.01 -0.05
C -1.7362 -4.2985 -0.2448 -0.06 0.00 0.02
C -0.6591 -4.0769 -1.0897 0.09 -0.09 0.04
C -0.0357 -2.8496 -1.0613 -0.16 -0.05 0.13
N -0.4301 -1.8676 -0.2221 0.19 -0.14 -0.66
H 2.0267 -0.9086 4.1526 -0.04 0.04 -0.01
H 1.6723 -2.5498 3.6370 -0.01 0.00 0.00
H 0.6185 -1.7640 4.8332 0.00 -0.01 0.00
H -1.3050 -1.8330 3.5975 0.03 0.06 0.09
H -1.4624 -0.0458 1.2878 -0.26 0.14 0.08
H -2.7850 -1.0047 1.9540 0.00 -0.05 0.04
H -2.9765 -3.4326 1.2870 0.01 0.00 0.00
H -2.2511 -5.2508 -0.2427 0.00 0.01 -0.03
H -0.2866 -4.8478 -1.7503 -0.05 0.01 -0.02
H 0.8052 -2.6408 -1.7079 0.01 0.02 0.01
O 4.3402 -0.6812 -1.6711 0.05 0.11 0.07
S 4.0609 -0.6192 -0.2765 0.15 -0.07 0.01
O 3.8238 -1.8062 0.4671 0.07 0.11 0.16
N 2.6202 0.3608 -0.0926 0.36 -2.28 -1.51
C 2.8136 1.4220 0.5931 0.52 1.25 0.71
S 1.2497 2.0308 0.7927 -0.12 0.88 -0.27
C 4.1833 1.7168 0.9463 0.22 -0.41 -0.06
C 4.7273 2.8569 1.5077 0.01 0.04 0.03
C 6.1076 2.9032 1.6757 0.09 -0.02 0.01
C 6.9133 1.8357 1.2962 -0.05 0.02 0.00
C 6.3756 0.6817 0.7162 -0.08 -0.15 -0.03
C 5.0125 0.6440 0.5552 -0.33 0.19 -0.07
H 4.1041 3.6983 1.7843 0.02 -0.02 0.03
H 6.5651 3.7873 2.0983 -0.01 -0.01 0.02
H 7.9842 1.8969 1.4373 0.00 0.01 0.01
H 7.0078 -0.1422 0.4113 0.03 0.04 -0.01
C -3.9683 3.9723 -0.3259 -0.07 -0.05 0.00
C -2.6317 3.3501 0.0686 -0.04 0.10 0.02
S -2.2170 2.0192 -1.0682 -0.08 -0.06 -0.25
O -1.0143 1.3165 -0.3568 -0.47 -0.17 0.17
C -1.5345 2.9678 -2.4538 0.14 -0.07 0.07
C -0.1434 3.5293 -2.2089 -0.06 0.06 -0.01
H -4.1926 4.7857 0.3627 0.05 0.00 0.01
H -4.7820 3.2510 -0.2582 0.02 0.00 -0.03
H -3.9556 4.3944 -1.3303 0.00 0.01 0.02
H -2.6850 2.8709 1.0468 0.01 -0.01 -0.01
H -1.8136 4.0706 0.0638 0.03 -0.04 0.03
H -2.2762 3.7494 -2.6307 -0.03 -0.03 -0.05
H -1.5514 2.2900 -3.3064 -0.06 0.05 0.02
H -0.1409 4.3186 -1.4587 0.02 -0.01 0.01
H 0.2299 3.9593 -3.1382 -0.04 0.03 0.01
H 0.5460 2.7479 -1.8957 0.04 0.00 -0.02
N 3.5838 0.9051 -5.7756 -0.09 -0.04 0.13
C 2.6674 0.6098 -5.1495 0.02 -0.02 -0.12
C 1.4985 0.2736 -4.3840 0.05 0.05 -0.05
C 0.2604 0.0761 -4.9874 -0.02 -0.03 -0.02
C -0.8328 -0.2145 -4.1816 0.05 -0.06 -0.07
C -0.6673 -0.2805 -2.8165 0.00 -0.13 -0.06
N 0.5354 -0.0889 -2.2386 0.52 0.74 0.02
C 1.6049 0.1796 -3.0044 -0.08 -0.14 -0.17
H 0.1607 0.1448 -6.0634 0.00 0.00 0.01
H -1.8101 -0.3848 -4.6124 0.00 -0.01 0.02
H -1.4977 -0.4969 -2.1585 0.03 0.00 -0.04
H 2.5668 0.2820 -2.5282 -0.01 0.12 0.04